1.
The following is a quantum chemistry calculation of a molecular structure, C42H29AsF10N4O4Tl, from OMol25.

As for the HOMO energy: -0.1385 hartree. The calculation puts the total energy at -150882.2963 eV. The total charge is -1. The HOMO-LUMO gap comes out at 5.37 eV. The molecular weight comes out at 1123.00 g/mol. The value obtained for the energy above the lowest of the compared OMol25 structures with the same formula, charge and spin is 7.7 kJ/mol.

Positions of all 91 atoms, in Å:
Tl 0.30 -0.66 1.72
C 2.43 -3.61 2.71
N 2.62 -2.22 2.37
C 3.27 -1.45 3.43
C 2.40 -1.22 4.66
N 1.32 -0.31 4.31
C 0.38 -0.01 5.19
C 0.17 -0.50 6.51
F 1.08 -1.34 7.08
C -0.92 -0.17 7.29
F -1.05 -0.71 8.52
C -1.90 0.70 6.84
F -2.99 0.99 7.59
C -1.71 1.27 5.59
F -2.62 2.15 5.13
C -0.62 0.95 4.82
F -0.49 1.60 3.64
C 3.32 -2.04 1.10
C 2.70 -2.83 -0.04
N 1.31 -2.47 -0.22
C 0.59 -3.03 -1.18
C -0.79 -2.69 -1.30
F -1.35 -1.90 -0.35
C -1.62 -3.09 -2.32
F -2.89 -2.65 -2.35
C -1.16 -3.92 -3.32
F -1.96 -4.30 -4.35
C 0.15 -4.35 -3.23
F 0.63 -5.18 -4.18
C 0.98 -3.95 -2.21
F 2.24 -4.44 -2.25
H 3.39 -4.16 2.76
H 1.79 -4.09 1.98
H 1.94 -3.69 3.68
H 3.50 -0.47 3.02
H 4.21 -1.93 3.73
H 3.05 -0.79 5.43
H 2.04 -2.17 5.05
H 4.38 -2.34 1.18
H 3.28 -0.98 0.86
H 2.83 -3.90 0.15
H 3.31 -2.61 -0.93
O -0.22 4.15 0.85
C -0.36 2.81 0.82
O 0.57 2.07 0.63
C -1.77 2.37 1.07
C -2.78 3.28 1.36
C -4.04 2.80 1.61
C -4.25 1.43 1.60
C -3.17 0.59 1.33
N -1.97 1.06 1.05
C -3.30 -0.91 1.49
O -4.45 -1.45 1.02
O -2.50 -1.58 2.06
H 0.71 4.34 0.66
H -2.56 4.34 1.39
H -4.86 3.47 1.83
H -5.23 1.02 1.84
H -4.95 -0.81 0.51
C 0.37 -1.58 -6.34
C -0.77 -0.89 -5.94
C -0.82 -0.29 -4.69
C 0.26 -0.38 -3.81
C 1.38 -1.09 -4.22
C 1.45 -1.68 -5.47
As 0.27 0.36 -1.98
C 1.54 1.79 -2.34
C 2.93 1.69 -2.30
C 3.71 2.83 -2.44
C 3.10 4.07 -2.61
C 1.72 4.18 -2.64
C 0.93 3.04 -2.50
C -0.54 3.01 -2.48
C -1.40 4.10 -2.61
C -2.77 3.92 -2.55
C -3.31 2.65 -2.37
C -2.46 1.56 -2.24
C -1.09 1.73 -2.29
H 0.41 -2.04 -7.32
H -1.62 -0.81 -6.61
H -1.72 0.24 -4.39
H 2.22 -1.20 -3.53
H 2.33 -2.23 -5.77
H 3.39 0.72 -2.15
H 4.79 2.76 -2.40
H 3.71 4.96 -2.70
H 1.26 5.15 -2.78
H -0.99 5.10 -2.74
H -3.43 4.78 -2.64
H -4.38 2.52 -2.33
H -2.87 0.56 -2.08

=====

2.
The following is a quantum chemistry calculation of 11 unconnected molecules or ions with the total composition C33H88O33S11, from OMol25.

As for the HOMO energy (spin up / spin down): -0.4616 / -0.4616 hartree. The calculation puts the total energy at -222381.3494 eV. The total charge is +1. Its spin multiplicity is 2. As for the expectation value of S²: 0.7559. The HOMO-LUMO gap (spin up / spin down) comes out at 10.17 / 3.16 eV. The molecular weight comes out at 1365.77 g/mol. The value obtained for the energy above the lowest of the compared OMol25 structures with the same formula, charge and spin is 178.1 kJ/mol.

Positions of all 165 atoms, in Å:
O 4.15 -0.94 7.53
S 3.32 -1.89 6.79
O 1.88 -1.92 7.07
O 3.47 -1.66 5.19
C 2.69 -2.53 4.43
C 1.80 -1.75 3.45
C 3.99 -3.63 7.10
H 2.04 -3.15 5.06
H 3.15 -3.15 3.66
H 2.44 -1.19 2.76
H 1.20 -1.03 4.01
H 0.99 -2.36 3.04
H 3.95 -4.19 6.17
H 3.42 -4.06 7.93
H 5.05 -3.40 7.23
O -2.63 -7.67 0.76
S -2.63 -6.26 1.13
O -2.01 -5.22 0.26
O -4.14 -5.74 1.66
C -4.43 -4.42 1.89
C -4.87 -3.68 0.59
C -1.85 -6.17 2.81
H -3.61 -3.79 2.24
H -5.19 -4.32 2.66
H -5.60 -2.92 0.87
H -5.53 -4.24 -0.08
H -4.05 -3.15 0.11
H -2.47 -6.86 3.38
H -1.98 -5.20 3.30
H -0.84 -6.51 2.60
O 0.37 0.96 -1.99
S 0.58 1.30 -0.58
O -0.02 2.48 0.02
O -0.04 0.07 0.31
C -1.39 0.08 0.34
C -1.87 -1.37 0.56
C 2.38 1.23 0.00
H -1.82 0.57 -0.53
H -1.63 0.76 1.16
H -2.74 -1.44 1.22
H -1.11 -1.93 1.10
H -2.21 -1.91 -0.33
H 2.88 1.18 -0.97
H 2.65 0.33 0.56
H 2.57 2.23 0.39
O 1.79 -4.60 1.19
S 2.14 -3.59 0.20
O 2.92 -2.35 0.48
O 3.01 -4.43 -0.96
C 2.69 -5.76 -1.30
C 3.55 -6.05 -2.54
C 0.76 -3.15 -0.90
H 1.64 -5.86 -1.55
H 3.01 -6.46 -0.53
H 3.39 -7.07 -2.89
H 4.56 -5.89 -2.17
H 3.27 -5.32 -3.30
H 0.60 -2.09 -0.69
H -0.01 -3.92 -0.84
H 1.13 -3.09 -1.92
O 1.53 2.58 -4.56
S 2.93 2.32 -4.31
O 3.29 1.12 -3.53
O 3.79 2.25 -5.74
C 3.28 2.79 -6.93
C 4.51 3.01 -7.84
C 3.65 3.84 -3.66
H 2.96 3.82 -6.75
H 2.45 2.21 -7.34
H 5.07 2.11 -8.12
H 5.14 3.83 -7.50
H 4.08 3.45 -8.73
H 3.10 3.98 -2.73
H 3.52 4.69 -4.33
H 4.71 3.60 -3.63
O -4.47 6.65 -4.25
S -4.19 5.33 -4.74
O -3.30 5.26 -5.86
O -3.56 4.27 -3.54
C -2.75 3.16 -4.00
C -2.63 2.23 -2.70
C -5.76 4.60 -5.26
H -1.72 3.42 -4.23
H -3.21 2.69 -4.87
H -2.02 1.33 -2.77
H -3.61 1.96 -2.32
H -2.24 2.80 -1.86
H -6.44 4.90 -4.46
H -5.55 3.53 -5.28
H -6.03 5.08 -6.20
O -1.52 -3.39 4.87
S -1.83 -1.97 4.71
O -1.38 -1.10 3.61
O -3.52 -1.81 4.77
C -4.37 -2.77 5.44
C -5.74 -2.27 5.61
C -1.39 -1.01 6.29
H -4.02 -3.07 6.43
H -4.24 -3.70 4.89
H -6.20 -2.24 4.62
H -5.74 -1.25 5.98
H -6.25 -2.99 6.25
H -0.40 -1.15 6.72
H -2.23 -1.14 6.97
H -1.59 0.05 6.09
O 3.16 -3.25 -5.07
S 2.70 -2.58 -6.26
O 2.71 -3.20 -7.63
O 1.28 -1.85 -5.92
C 1.00 -1.63 -4.58
C -0.49 -1.07 -4.35
C 3.76 -1.09 -6.40
H 1.69 -0.97 -4.06
H 1.05 -2.57 -4.03
H -0.97 -1.14 -3.38
H -1.11 -1.40 -5.18
H -0.47 -0.02 -4.65
H 4.76 -1.41 -6.70
H 3.74 -0.72 -5.38
H 3.42 -0.34 -7.12
O 9.74 0.85 0.19
S 9.64 -0.61 0.30
O 10.48 -1.31 1.23
O 8.12 -1.07 0.57
C 7.16 -0.01 0.73
C 5.78 -0.50 1.33
C 9.98 -1.47 -1.29
H 7.02 0.49 -0.23
H 7.55 0.69 1.48
H 6.07 -1.00 2.25
H 5.56 -1.31 0.63
H 5.03 0.27 1.51
H 10.99 -1.90 -1.35
H 9.78 -0.77 -2.10
H 9.27 -2.30 -1.38
O -3.90 4.41 3.57
S -3.13 5.44 2.90
O -3.62 6.22 1.73
O -2.58 6.58 4.03
C -1.98 7.78 3.49
C -2.98 8.82 3.08
C -1.49 4.74 2.43
H -1.28 7.53 2.69
H -1.33 8.28 4.21
H -3.64 8.43 2.30
H -2.49 9.77 2.86
H -3.54 9.05 3.99
H -1.65 3.70 2.16
H -0.79 4.79 3.26
H -1.03 5.32 1.63
O -5.04 0.57 -0.36
S -4.98 1.61 0.70
O -3.84 2.48 0.76
O -6.39 2.49 0.68
C -6.66 3.26 -0.45
C -5.72 4.48 -0.55
C -5.15 0.63 2.33
H -7.63 3.67 -0.17
H -6.59 2.54 -1.27
H -6.19 5.43 -0.81
H -4.82 4.23 -1.10
H -5.35 4.71 0.45
H -4.35 -0.11 2.35
H -6.12 0.15 2.43
H -5.02 1.28 3.20

=====

3.
The following is a quantum chemistry calculation of C4H6N2O in the gas phase, from OMol25.

As for the HOMO energy: -0.3367 hartree. The calculation puts the total energy at -9268.6814 eV. The total charge is 0. The HOMO-LUMO gap comes out at 10.12 eV. The molecular weight comes out at 98.10 g/mol. Its structure (SMILES) is [H]/N=C1\OC[C@@]12CN2. The value obtained for the energy above the lowest of the compared OMol25 structures with the same formula, charge and spin is 465.1 kJ/mol.

Positions of all 13 atoms, in Å:
N -1.56 0.88 1.40
C -0.48 0.39 1.00
O 0.81 0.68 1.37
C 1.39 -0.31 0.48
C 0.01 -0.62 -0.05
C -0.27 -0.71 -1.50
N -0.48 0.61 -1.02
H -1.41 1.34 2.29
H 2.08 0.12 -0.25
H 1.89 -1.09 1.07
H -1.12 -1.26 -1.88
H 0.63 -0.72 -2.11
H -1.49 0.69 -0.82

=====

4.
The following is a quantum chemistry calculation of a molecular structure, C32H26IrN6O3, from OMol25.

As for the HOMO energy (spin up / spin down): -0.5325 / -0.5346 hartree. The calculation puts the total energy at -51502.2239 eV. The total charge is +3. The HOMO-LUMO gap (spin up / spin down) comes out at 2.40 / 2.46 eV. The molecular weight comes out at 734.82 g/mol.

Positions of all 68 atoms, in Å:
Ir -1.54 -1.62 0.12
C 7.27 9.14 -0.14
O 7.52 7.76 -0.09
C 6.58 6.85 -0.09
C 5.18 7.10 -0.10
C 4.31 6.05 -0.12
C 4.76 4.71 -0.12
C 6.15 4.46 -0.09
C 7.04 5.50 -0.06
C 3.79 3.66 -0.12
N 2.48 3.89 -0.07
C 1.89 2.69 -0.04
C 2.87 1.66 -0.07
N 4.06 2.31 -0.12
C 2.53 0.29 0.02
C 3.46 -0.77 0.06
C 3.00 -2.04 0.30
C 1.63 -2.25 0.47
N 0.73 -1.29 0.36
C 1.15 -0.02 0.15
C 0.14 1.02 0.11
N -1.16 0.65 0.19
C -2.08 1.60 0.25
C -1.80 2.96 0.18
C -0.49 3.36 0.06
C 0.51 2.38 0.04
H 8.25 9.62 -0.16
H 6.72 9.48 0.75
H 6.71 9.42 -1.04
H 4.81 8.11 -0.08
H 3.24 6.23 -0.13
H 6.54 3.45 -0.07
H 8.10 5.34 -0.03
H 4.97 1.89 -0.18
H 4.51 -0.59 -0.07
H 3.68 -2.88 0.37
H 1.27 -3.23 0.72
H -3.11 1.29 0.36
H -2.60 3.68 0.21
H -0.20 4.40 0.00
O -8.15 -4.29 0.14
C -7.96 -2.91 0.02
C -6.51 -2.58 -0.02
C -6.07 -1.27 -0.19
C -4.71 -1.02 -0.18
N -3.78 -1.96 -0.01
C -4.20 -3.24 0.09
C -5.55 -3.57 0.09
C -3.15 -4.27 0.10
C -3.44 -5.63 0.24
C -2.44 -6.58 0.09
C -2.78 -8.05 0.14
O -3.61 -8.33 -0.96
C -1.16 -6.13 -0.19
C -0.93 -4.77 -0.27
N -1.89 -3.85 -0.12
H -9.09 -4.50 0.15
H -8.41 -2.38 0.88
H -8.46 -2.51 -0.88
H -6.77 -0.46 -0.33
H -4.36 -0.01 -0.34
H -5.88 -4.59 0.15
H -4.45 -5.96 0.42
H -3.33 -8.25 1.08
H -1.87 -8.65 0.14
H -3.63 -9.27 -1.14
H -0.35 -6.83 -0.35
H 0.06 -4.40 -0.51

=====

5.
The following is a quantum chemistry calculation of a molecular structure, C6H9NOS2, from OMol25.

As for the HOMO energy (spin up / spin down): -0.3295 / -0.3294 hartree. The calculation puts the total energy at -31569.9256 eV. The total charge is 0. The HOMO-LUMO gap (spin up / spin down) comes out at 8.01 / 8.01 eV. The molecular weight comes out at 175.28 g/mol. The value obtained for the energy above the lowest of the compared OMol25 structures with the same formula, charge and spin is 517.4 kJ/mol.

Positions of all 19 atoms, in Å:
C 2.84 -2.34 0.14
C 1.85 -1.72 -0.21
C 0.87 0.73 -0.12
C -0.54 -1.48 0.11
C 0.74 -0.81 -0.37
C -0.77 2.37 0.15
N -0.27 1.30 -0.74
O -2.11 0.19 1.57
S -3.24 -0.51 -1.00
S -1.79 -0.11 0.19
H 3.54 -3.12 0.13
H 0.93 0.93 0.89
H 1.78 1.18 -0.81
H -1.07 -2.08 -0.53
H -0.44 -1.84 1.19
H 0.46 -0.91 -1.50
H -1.78 2.64 -0.20
H -0.76 2.23 1.30
H -0.22 3.35 -0.20

=====

6.
The following is a quantum chemistry calculation of a molecular structure, C36H27F9IrN5O11, from OMol25.

As for the HOMO energy (spin up / spin down): -0.1688 / -0.1995 hartree. The calculation puts the total energy at -95029.8713 eV. The total charge is -1. Its spin multiplicity is 6. As for the expectation value of S²: 8.7697. The HOMO-LUMO gap (spin up / spin down) comes out at 5.51 / 6.02 eV. The molecular weight comes out at 1068.84 g/mol. The value obtained for the energy above the lowest of the compared OMol25 structures with the same formula, charge and spin is 104.2 kJ/mol.

Positions of all 89 atoms, in Å:
Ir 0.44 0.22 0.10
C -4.68 -3.83 3.26
O -5.24 -3.45 2.02
C -4.52 -2.63 1.21
C -5.09 -2.41 -0.07
C -4.42 -1.68 -1.00
C -3.18 -1.07 -0.71
C -2.44 -0.36 -1.72
C -3.01 -0.32 -3.13
O -1.36 0.21 -1.53
C -2.60 -1.22 0.60
O -1.53 -0.69 0.98
C -3.32 -2.05 1.53
H -5.37 -4.57 3.67
H -4.60 -2.98 3.94
H -3.70 -4.28 3.12
H -6.05 -2.85 -0.29
H -4.85 -1.56 -1.98
H -3.06 -1.34 -3.52
H -2.35 0.25 -3.78
H -4.00 0.13 -3.14
H -2.85 -2.19 2.49
C 0.10 -3.94 -1.77
C 1.40 -4.19 -2.18
C 2.37 -3.22 -1.96
C 2.02 -2.04 -1.31
N 0.75 -1.82 -0.93
C -0.17 -2.73 -1.16
C 2.98 -1.07 -0.81
C 4.34 -1.15 -1.10
C 5.25 -0.35 -0.44
C 4.81 0.49 0.57
C 3.45 0.59 0.85
C 2.53 -0.13 0.12
H -0.68 -4.67 -1.91
H 1.66 -5.14 -2.63
H 3.38 -3.40 -2.27
H -1.17 -2.51 -0.83
H 4.69 -1.84 -1.86
H 6.30 -0.41 -0.69
H 5.52 1.08 1.13
H 3.14 1.24 1.65
C 0.05 1.64 3.16
C -0.93 2.25 2.27
C -1.88 3.27 2.59
C -2.42 3.67 1.40
C -1.78 2.88 0.39
C -1.91 3.11 -1.06
N -0.93 2.02 0.94
H -0.21 1.74 4.21
H 1.01 2.14 2.98
H 0.22 0.60 2.86
H -2.08 3.65 3.58
H -3.16 4.43 1.21
H -1.26 3.94 -1.34
H -2.93 3.36 -1.34
H -1.57 2.24 -1.61
F 0.85 -4.01 1.84
C 1.91 -3.32 2.27
F 2.68 -3.12 1.20
F 2.60 -4.17 3.06
C 1.50 -1.99 2.98
O 0.94 -1.10 2.23
C 2.81 -1.46 3.69
F 3.89 -1.61 2.92
F 3.09 -2.09 4.86
F 2.70 -0.17 3.98
C 0.52 -2.40 4.15
F 0.93 -3.45 4.90
F 0.34 -1.38 5.00
F -0.68 -2.74 3.69
O 1.00 6.42 -5.10
N 1.54 6.18 -4.03
O 2.21 7.00 -3.41
C 1.35 4.90 -3.45
C 1.90 4.63 -2.20
C 1.69 3.39 -1.60
C 1.10 2.29 -2.33
O 1.13 1.10 -1.94
C 0.51 2.66 -3.59
C 0.61 3.93 -4.12
N -0.25 1.69 -4.28
O -1.25 2.09 -4.87
O 0.09 0.51 -4.24
N 2.09 3.24 -0.28
O 2.97 3.97 0.20
O 1.52 2.39 0.47
H 2.46 5.38 -1.68
H 0.14 4.16 -5.07